(1)
Here is 2 unconnected molecules or ions with the total composition CH7N2O2P from OMol25. Energies are from ωB97M-V/def2-TZVPD.

The value obtained for the relative energy (zero: lowest compared OMol25 entry of this formula, charge and spin) is 342.0 kJ/mol. As for the energy: -643.5763 hartree. The calculation puts the frontier orbital gap (alpha / beta) at 0.3242 / 0.2461 hartree. The LUMO energy (alpha / beta) is 0.61 / 0.12 eV. As for the HOMO energy (alpha / beta): -8.207 / -6.576 eV.

Atoms and positions in Å:
C -1.167 -0.976 1.196
N 0.102 0.949 0.782
N 0.098 -0.436 0.819
O 0.275 1.076 -1.764
O 1.933 -0.685 -2.390
P 0.347 -0.471 -2.128
H -1.294 -0.909 2.290
H -2.021 -0.462 0.731
H -1.185 -2.025 0.913
H 0.959 1.325 1.182
H -0.727 1.400 1.177
H 0.153 1.229 -0.756
H 2.528 -0.014 -2.051

Here are the natural (NBO) charges for atoms 1 to 6, given in e: -0.471, -0.660, -0.313, -1.055, -1.010, 1.205

***

(2)
Here is 2 unconnected molecules or ions with the total composition CH7N2O2P from OMol25. Energies are from ωB97M-V/def2-TZVPD.

The value obtained for the relative energy (zero: lowest compared OMol25 entry of this formula, charge and spin) is 422.9 kJ/mol. As for the energy: -643.5454 hartree. The calculation puts the frontier orbital gap at 0.3152 hartree. The LUMO energy is -0.66 eV. As for the HOMO energy: -9.236 eV.

Atoms and positions in Å:
C -0.613 1.224 0.272
N -0.593 -1.719 -0.017
N 0.305 0.213 -0.315
O 2.316 -1.378 -0.368
O 2.538 1.158 -0.061
P 1.764 -0.211 0.597
H -0.183 1.604 1.223
H -0.497 2.119 -0.456
H -1.567 0.694 0.272
H -1.504 -1.151 0.164
H -0.250 -1.756 0.954
H 1.925 -1.384 -1.280
H 2.441 1.816 0.581

Here are the natural (NBO) charges for atoms 1 to 6, given in e: -0.473, -0.657, -0.596, -0.993, -0.967, 1.432

***

(3)
Here is 2 unconnected molecules or ions with the total composition CH7N2O2PS from OMol25. Energies are from ωB97M-V/def2-TZVPD.

The value obtained for the relative energy (zero: lowest compared OMol25 entry of this formula, charge and spin) is 77.4 kJ/mol. As for the energy: -1041.7073 hartree. The calculation puts the frontier orbital gap at 0.3164 hartree. The LUMO energy is 0.20 eV. As for the HOMO energy: -8.414 eV.

Atoms and positions in Å:
C 1.499 1.263 0.471
N -2.018 -1.528 0.560
N -2.033 -0.234 0.420
O 1.311 -1.415 0.278
O 2.420 0.062 -1.439
P -3.058 0.439 -0.634
S 1.074 -0.236 -0.546
H 2.506 1.598 -0.047
H 0.814 2.165 0.661
H 1.796 0.843 1.336
H -2.751 -2.069 0.088
H -1.585 -1.875 1.347
H 2.589 -0.748 -1.867
H -2.564 1.736 -0.627

Here are the natural (NBO) charges for atoms 1 to 6, given in e: -0.843, -0.554, -0.529, -0.957, -0.888, 0.421

***

(4)
Here is 2 unconnected molecules or ions with the total composition CH7N2O2Si from OMol25. Energies are from ωB97M-V/def2-TZVPD.

The value obtained for the relative energy (zero: lowest compared OMol25 entry of this formula, charge and spin) is 343.5 kJ/mol. As for the energy: -591.2827 hartree. The calculation puts the frontier orbital gap (alpha / beta) at 0.2825 / 0.2832 hartree. The LUMO energy (alpha / beta) is -7.44 / -7.43 eV. As for the HOMO energy (alpha / beta): -15.126 / -15.132 eV. The net charge is +1.

Atoms and positions in Å:
C -0.552 -0.811 -0.411
N 0.128 -0.355 0.574
N -1.155 0.008 -1.201
O -0.551 1.574 0.775
O -1.820 -0.384 -2.356
Si 1.646 -0.240 1.304
H -0.196 -1.690 -0.858
H -1.451 0.885 -0.828
H -0.183 1.901 1.613
H -1.868 0.336 -2.982
H 2.381 0.510 0.221
H 1.805 -0.084 2.792
H 1.816 -1.650 1.359

Here are the natural (NBO) charges for atoms 1 to 6, given in e: 0.299, -0.439, -0.181, -0.626, -0.492, 1.028